This record from OMol25 describes C32H55AuBrIN8O3PS as an isolated structure. The level of theory is ωB97M-V/def2-TZVPD.

```
! RIJCOSX wB97M-V def2-TZVPD def2/J DEFGRID3
* xyz 3 1
Au -0.532 -0.266 0.041
C 0.435 -3.797 0.135
N 1.370 -3.315 -0.861
C 1.355 -4.069 -2.111
C 2.119 -2.206 -0.698
N 1.680 -1.166 0.040
C 2.474 -0.418 0.840
C 3.640 -0.934 1.460
C 4.405 -0.170 2.294
C 4.024 1.159 2.591
C 2.902 1.692 2.027
C 2.098 0.946 1.131
N 0.965 1.443 0.595
C 0.772 2.729 0.239
N 1.776 3.448 -0.296
C 2.894 2.836 -0.997
C 1.886 4.896 -0.134
N -0.453 3.264 0.320
C -0.956 4.259 -0.620
C -1.424 2.842 1.314
N 3.264 -2.112 -1.393
C 3.831 -0.830 -1.787
C 4.125 -3.263 -1.660
H 0.544 -4.879 0.228
H -0.602 -3.581 -0.146
H 0.644 -3.348 1.096
H 0.319 -4.322 -2.342
H 1.917 -5.002 -2.045
H 1.754 -3.467 -2.923
H 3.912 -1.966 1.275
H 5.295 -0.586 2.748
H 4.615 1.743 3.283
H 2.591 2.700 2.274
H 2.626 1.839 -1.339
H 3.788 2.778 -0.372
H 3.128 3.450 -1.867
H 1.143 5.271 0.562
H 1.792 5.415 -1.089
H 2.874 5.122 0.274
H -0.309 4.330 -1.490
H -1.061 5.242 -0.159
H -1.945 3.935 -0.953
H -1.820 3.725 1.820
H -0.970 2.190 2.048
H -2.260 2.315 0.843
H 3.062 -0.061 -1.783
H 4.228 -0.925 -2.797
H 4.649 -0.528 -1.128
H 3.764 -4.153 -1.155
H 5.123 -3.040 -1.275
H 4.213 -3.457 -2.729
Br -4.990 1.111 1.477
C -4.739 1.860 -0.240
C -5.296 3.101 -0.519
C -5.091 3.694 -1.755
C -4.324 3.057 -2.720
C -3.776 1.810 -2.464
C -3.989 1.222 -1.229
I -3.203 -0.717 -0.867
H -5.894 3.593 0.236
H -5.541 4.654 -1.967
H -4.161 3.525 -3.682
H -3.207 1.302 -3.231
C -2.371 -4.428 2.953
C -2.541 -2.993 2.511
O -1.360 -2.254 2.919
P -0.794 -0.874 2.392
O 0.561 -0.798 3.202
C 1.258 -1.901 3.858
C 0.863 -2.001 5.313
O -1.670 0.298 2.962
C -1.969 0.449 4.393
C -3.437 0.224 4.658
H -3.283 -4.983 2.737
H -2.187 -4.472 4.026
H -1.540 -4.909 2.438
H -3.410 -2.545 2.991
H -2.666 -2.912 1.428
H 2.313 -1.663 3.762
H 1.048 -2.833 3.333
H 1.083 -1.070 5.835
H 1.433 -2.803 5.783
H -0.197 -2.233 5.420
H -1.677 1.467 4.642
H -1.350 -0.243 4.963
H -4.048 0.922 4.087
H -3.628 0.386 5.718
H -3.737 -0.795 4.412
C 0.382 1.550 -5.300
N -0.293 0.340 -4.879
C -0.811 -0.606 -5.876
C -1.427 -1.718 -5.014
N -0.953 -1.357 -3.671
C -0.407 -0.136 -3.649
S 0.119 0.707 -2.256
H 1.209 1.299 -5.967
H 0.768 2.077 -4.432
H -0.307 2.198 -5.842
H 0.005 -0.964 -6.507
H -1.543 -0.115 -6.515
H -1.075 -2.709 -5.290
H -2.517 -1.712 -5.053
H -1.298 -1.815 -2.849
*
```

Summary:
- HOMO-LUMO gap (eV) = 4.4
- E_tot (eV) = -154077.560
- strongest force on any atom (eV Å⁻¹) = 0.71
- LUMO level (eV) = -10.4